*i*
Entry from OMol25: an isolated molecule of C2H5NO2 (ωB97M-V/def2-TZVPD).

Atoms and positions in Å:
N -0.912 1.433 0.871
C 0.383 0.844 0.453
C 0.157 -0.473 -0.249
O -0.917 -0.914 -0.537
O 1.322 -1.061 -0.572
H -0.891 2.427 0.728
H -1.703 0.968 0.451
H 0.844 1.535 -0.259
H 1.019 0.775 1.333
H 1.118 -1.851 -1.094

Output
2S+1: 1
HOMO: -9.38 eV
SMILES: NCC(=O)O


*ii*
Entry from OMol25: an isolated molecule of C2H5NO2 (ωB97M-V/def2-TZVPD).

Atoms and positions in Å:
C 0.893 0.994 -0.235
C 0.097 -0.274 -0.063
O 0.638 -1.379 0.187
N -1.241 -0.196 0.338
O -1.708 -1.387 0.707
H 1.931 0.762 -0.461
H 0.488 1.571 -1.065
H 0.849 1.592 0.675
H -1.152 0.230 -0.821
H -0.797 -1.911 0.737

Output
2S+1: 1
HOMO: -10.14 eV
SMILES: CC(=O)NO


*iii*
Entry from OMol25: an isolated molecule of C2H5NO2 (ωB97M-V/def2-TZVPD).

Atoms and positions in Å:
C -1.602 0.051 0.092
O -0.354 -0.632 -0.152
C 0.712 0.250 -0.066
N 1.845 -0.463 0.221
O 0.672 1.451 -0.048
H -2.417 -0.762 -0.068
H -1.771 0.876 -0.643
H -1.831 0.510 1.144
H 2.063 -1.413 -0.366
H 2.683 0.133 -0.113

Output
2S+1: 1
HOMO: -10.68 eV
SMILES: COC(N)=O


*iv*
Entry from OMol25: an isolated molecule of C2H5NO2 (ωB97M-V/def2-TZVPD).

Atoms and positions in Å:
N -1.123 0.268 1.051
C 0.109 0.541 0.463
O 0.956 1.137 1.102
C 0.663 -0.089 -0.832
O -0.078 -1.093 -1.467
H -1.078 0.496 2.037
H -2.042 0.403 0.648
H 0.893 0.700 -1.558
H 1.643 -0.468 -0.494
H 0.057 -1.895 -0.948

Output
2S+1: 1
HOMO: -9.82 eV
SMILES: NC(=O)CO


Least stable: *ii*


*i*
Entry from OMol25: an isolated molecule of C2H5NO2 (ωB97M-V/def2-TZVPD).

Atoms and positions in Å:
O -1.481 -1.096 -0.064
C -1.302 0.354 0.019
C 0.146 0.550 -0.089
N 0.943 -0.472 0.059
O 2.264 -0.255 0.040
H -0.567 -1.337 0.081
H -1.828 0.998 -0.671
H -1.571 0.681 1.162
H 0.591 1.577 -0.215
H 2.806 -0.998 -0.322

Output
2S+1: 1
HOMO: -9.95 eV
SMILES: OC/C=N/O


*ii*
Entry from OMol25: an isolated molecule of C2H5NO2 (ωB97M-V/def2-TZVPD).

Atoms and positions in Å:
N 1.732 0.127 0.060
C 0.648 -0.800 -0.134
C -0.653 -0.049 -0.048
O -1.726 -0.598 0.097
O -0.578 1.248 -0.050
H 2.672 0.019 -0.310
H 1.761 0.191 1.048
H 0.728 -1.294 0.772
H 0.798 -1.404 -0.988
H 0.373 1.495 -0.222

Output
2S+1: 1
HOMO: -9.83 eV
SMILES: NCC(=O)O


*iii*
Entry from OMol25: an isolated molecule of C2H5NO2 (ωB97M-V/def2-TZVPD).

Atoms and positions in Å:
C -2.209 -0.481 -0.212
C 1.817 0.020 0.083
N -0.299 -1.361 0.330
O -0.938 -0.399 -0.231
O 1.094 -1.196 -0.014
H -2.775 -1.246 0.395
H -2.678 0.446 -0.451
H 1.910 0.617 -0.812
H 2.713 -0.354 0.277
H 1.495 0.756 0.906

Output
2S+1: 1
HOMO (spin up / spin down): -8.64 / -8.08 eV


*iv*
Entry from OMol25: an isolated molecule of C2H5NO2 (ωB97M-V/def2-TZVPD).

Atoms and positions in Å:
C 1.384 0.327 -0.002
O 0.246 -0.351 0.200
N -0.896 0.341 0.367
C -2.089 -0.347 0.164
O -1.634 0.520 -0.780
H 1.461 0.788 -1.089
H 2.202 -0.467 0.131
H 1.364 1.135 0.698
H -2.038 -1.474 -0.049
H -2.952 -0.031 0.758

Output
2S+1: 1
HOMO: -9.56 eV
SMILES: CON1CO1


Least stable: *iii*


*i*
Entry from OMol25: an isolated molecule of C2H5NO2 (ωB97M-V/def2-TZVPD).

Atoms and positions in Å:
C -1.708 0.193 0.138
C -0.399 -0.484 0.070
N 0.677 0.370 0.377
O 1.853 -0.333 0.208
O 2.925 0.510 -0.069
H -1.762 0.855 1.014
H -1.729 0.891 -0.806
H -2.712 -0.471 0.092
H -0.320 -1.537 -0.193
H 3.174 0.006 -0.831

Output
2S+1: 1
HOMO: -9.09 eV
SMILES: C/C=N/OO


*ii*
Entry from OMol25: an isolated molecule of C2H5NO2 (ωB97M-V/def2-TZVPD).

Atoms and positions in Å:
C -1.794 -0.324 0.041
O -0.588 0.055 0.693
N 0.408 0.230 -0.280
C 1.546 0.246 0.305
O 2.646 0.417 -0.435
H -2.056 0.393 -0.743
H -2.597 -0.345 0.783
H -1.682 -1.325 -0.385
H 1.755 0.127 1.379
H 2.362 0.525 -1.358

Output
2S+1: 1
HOMO: -9.05 eV
SMILES: CO/N=C/O


*iii*
Entry from OMol25: an isolated molecule of C2H5NO2 (ωB97M-V/def2-TZVPD).

Atoms and positions in Å:
N 2.021 -0.028 0.185
C 0.765 0.410 0.152
O -0.021 -0.613 -0.163
C -1.436 -0.311 -0.219
O -1.738 1.019 -0.063
H 2.269 -0.999 0.031
H 2.767 0.622 0.371
H -1.769 -0.643 -1.207
H -1.894 -0.932 0.562
H -0.968 1.417 0.382

Output
2S+1: 1
HOMO: -9.20 eV


Least stable: *i*


*i*
Entry from OMol25: an isolated molecule of C2H5NO2 (ωB97M-V/def2-TZVPD).

Atoms and positions in Å:
C 0.392 1.122 0.014
C -1.257 -0.586 -0.023
N 2.757 -0.332 -0.021
O 1.331 0.159 -0.017
O -0.876 0.788 -0.046
H 0.600 2.181 0.048
H -1.962 -0.739 -0.841
H -1.755 -0.784 0.929
H -0.393 -1.240 -0.136
H 3.355 0.501 0.006

Output
2S+1: 1
HOMO: -7.48 eV


*ii*
Entry from OMol25: a structure of composition C2H5NO2 (ωB97M-V/def2-TZVPD).

Atoms and positions in Å:
C -0.376 0.909 0.537
C -0.310 -0.292 -0.434
N 0.637 -1.090 0.233
O 1.170 -0.056 1.010
O 0.050 0.089 -1.700
H -0.262 1.953 0.184
H -0.691 0.772 1.576
H -1.364 -0.778 -0.597
H 0.125 -1.708 0.803
H 1.022 0.200 -1.612

Output
2S+1: 1
HOMO (spin up / spin down): -9.02 / -9.01 eV


Least stable: *i*


*i*
Entry from OMol25: the ion C3H10N3 with charge +1 (ωB97M-V/def2-TZVPD).

Atoms and positions in Å:
C 0.514 1.553 1.263
N 0.885 0.278 0.759
C 1.026 0.116 -0.716
N -0.163 -0.682 -1.193
C -1.023 -1.192 -0.361
N -2.038 -1.919 -0.678
H -0.491 1.823 0.904
H 0.257 1.566 2.419
H 1.262 2.382 1.139
H 1.770 0.005 1.263
H 1.903 -0.492 -1.239
H 1.035 0.933 -1.411
H -0.127 -0.876 -2.185
H -0.727 -0.906 0.701
H -1.984 -2.289 -1.679
H -2.605 -2.220 0.030

Output
Charge: +1
2S+1: 1
HOMO: -13.87 eV
SMILES: CNCNC=[NH2+]


*ii*
Entry from OMol25: the ion C3H10N3 with charge +1 (ωB97M-V/def2-TZVPD).

Atoms and positions in Å:
C -2.436 0.294 -0.061
N -1.121 -0.222 0.543
N 0.031 0.638 0.533
C 1.095 0.128 -0.137
C 1.123 -1.279 -0.442
N 2.161 0.892 -0.340
H -2.431 0.560 -1.071
H -2.876 -0.681 -0.013
H -3.013 1.070 0.576
H -1.330 -0.394 1.565
H 0.287 1.519 1.081
H 0.640 -1.565 -1.382
H 0.480 -1.708 0.378
H 2.168 -1.593 -0.425
H 2.978 0.444 -0.803
H 2.244 1.896 -0.002

Output
Charge: +1
2S+1: 1
HOMO: -14.59 eV
SMILES: CNNC(C)=[NH2+]


*iii*
Entry from OMol25: a cluster of 2 separate species, C3H10N3 in total (ωB97M-V/def2-TZVPD).

Atoms and positions in Å:
C -0.237 -1.150 1.159
C -0.106 -0.384 2.301
C -1.015 0.653 -1.142
N -0.633 -2.163 0.637
N 0.252 0.773 -0.470
N 1.397 0.802 -1.296
H 0.662 -0.715 3.011
H 0.215 0.663 2.129
H -1.058 -0.479 2.689
H -1.573 0.497 -0.299
H -1.352 1.596 -1.639
H -1.222 -0.159 -1.970
H -0.504 -2.409 -0.345
H 2.222 0.371 -0.807
H 1.744 1.690 -1.622
H 1.207 0.416 -2.337

Output
Charge: +1
2S+1: 1
HOMO (spin up / spin down): -11.97 / -11.97 eV


*iv*
Entry from OMol25: the ion C3H10N3 with charge +1 (ωB97M-V/def2-TZVPD).

Atoms and positions in Å:
C 0.106 -2.400 0.145
C 0.396 -0.998 -0.228
N -0.799 -0.051 -0.186
C -0.403 1.249 0.000
N -0.308 2.266 -0.958
N 0.297 1.443 1.196
H -0.314 -2.976 -0.643
H -0.575 -2.432 1.092
H 1.107 -2.940 0.489
H 1.175 -0.507 0.468
H 0.782 -0.924 -1.267
H -1.591 -0.232 -0.822
H -0.531 1.963 -1.878
H -0.153 3.251 -0.763
H 0.756 2.308 1.335
H 0.057 0.980 2.020

Output
Charge: +1
2S+1: 1
HOMO: -14.76 eV
SMILES: CCNC(N)=[NH2+]


Least stable: *iii*


*i*
Entry from OMol25: a cluster of 2 separate species, C3H10N3 in total (ωB97M-V/def2-TZVPD).

Atoms and positions in Å:
C 0.893 -1.950 -0.783
C -1.377 -1.749 -1.342
N -0.426 -1.315 -0.642
H 1.414 -1.951 0.170
H 1.453 -1.397 -1.528
H 0.806 -2.973 -1.160
H -2.317 -1.217 -1.349
H -1.328 -2.670 -1.930
N 0.450 2.920 1.546
C 0.469 1.768 0.896
N -0.542 0.988 0.715
H -0.358 3.246 2.056
H 1.293 3.466 1.636
H 1.439 1.514 0.472
H -0.448 0.046 0.126
H -1.422 1.275 1.115

Output
Charge: +1
2S+1: 1
HOMO: -14.39 eV


*ii*
Entry from OMol25: the ion C3H10N3 with charge +1 (ωB97M-V/def2-TZVPD).

Atoms and positions in Å:
C -0.220 0.276 1.671
N -0.177 -0.225 0.322
C -0.432 -1.643 0.135
C 0.263 0.504 -0.862
N 0.255 -0.092 -2.040
N 0.628 1.773 -0.727
H -1.250 0.222 2.037
H 0.121 1.301 1.762
H 0.409 -0.347 2.311
H 0.410 -2.134 -0.360
H -1.345 -1.809 -0.441
H -0.557 -2.110 1.107
H 0.497 0.431 -2.867
H -0.121 -1.021 -2.153
H 0.891 2.336 -1.520
H 0.629 2.213 0.177

Output
Charge: +1
2S+1: 1
HOMO: -13.93 eV
SMILES: C[N+](C)=C(N)N


Least stable: *i*